1.
C24H20F4N8OPdS4 as an isolated structure, computed with the ωB97M-V functional and the def2-TZVPD basis.

Structure (XYZ):
```
62
Properties=species:S:1:pos:R:3:forces:R:3:lowdin_charge:R:1
Pd -1.562703 0.856183 0.775699 -0.14 0.24 0.01 0.616
S -2.884056 2.717543 0.485273 -0.11 -0.51 0.15 0.035
S -1.470414 5.273614 -1.016062 0.04 -0.07 -0.08 0.066
S -1.868549 5.819121 0.767297 0.01 0.00 0.18 -0.035
S -2.665725 4.120299 1.883227 0.13 0.19 -0.06 -0.023
N -2.693706 -4.320790 -1.088219 -0.09 0.05 0.14 0.180
C -3.681533 -4.096516 -0.173941 -0.06 0.02 -0.13 -0.490
O -4.314020 -4.998623 0.332860 0.06 0.01 0.02 0.075
C -3.940747 -2.668122 0.230326 0.01 -0.16 -0.04 -0.111
C -5.042020 -2.404346 1.035690 -0.09 -0.08 0.03 0.021
C -5.268644 -1.107684 1.444853 -0.06 0.07 0.00 -0.017
C -4.362620 -0.118418 1.093145 0.02 -0.12 -0.16 -0.130
N -3.275915 -0.369523 0.347075 0.02 -0.01 0.34 -0.054
C -3.104867 -1.622752 -0.095203 0.19 0.22 -0.30 -0.086
H -2.604453 -5.267361 -1.417954 -0.02 -0.02 -0.02 0.117
H -2.336540 -3.590299 -1.675876 -0.02 0.01 -0.02 0.078
H -5.691502 -3.224680 1.315476 0.02 0.04 0.00 0.131
H -6.126563 -0.849310 2.051025 0.04 -0.01 -0.02 0.118
H -4.498414 0.905991 1.401270 0.06 0.10 0.07 0.051
H -2.242639 -1.762671 -0.730575 0.08 -0.03 0.12 0.092
C 2.161367 -4.051100 2.430462 0.06 0.03 0.03 -0.063
C 0.916470 -4.106854 1.558649 0.11 0.14 -0.11 -0.208
N 0.716349 -2.886247 0.768638 0.01 -0.04 0.02 -0.077
C 1.462763 -2.787422 -0.483582 -0.04 -0.07 0.06 -0.200
C 0.633736 -3.143648 -1.711134 0.00 -0.04 -0.04 -0.067
C -0.075964 -1.869835 1.171141 0.15 0.00 -0.21 -0.407
C -0.760240 -1.997006 2.501501 0.02 -0.09 -0.09 0.003
N -0.270182 -0.802576 0.453920 -0.32 -0.16 0.62 0.021
H 2.304439 -5.001887 2.947489 -0.01 0.05 -0.02 0.082
H 2.081341 -3.260307 3.179524 0.02 -0.05 -0.04 0.074
H 3.052555 -3.857031 1.829788 -0.03 -0.01 0.04 0.076
H 0.035469 -4.294973 2.162302 -0.08 -0.02 0.02 0.106
H 0.991230 -4.935398 0.852919 -0.03 -0.02 -0.03 0.122
H 2.308186 -3.467499 -0.404445 0.07 -0.01 0.00 0.120
H 1.885835 -1.786720 -0.577704 0.06 0.04 0.02 0.122
H 0.275006 -4.172903 -1.641810 -0.03 0.07 0.00 0.072
H 1.235570 -3.053001 -2.617050 -0.02 0.01 0.05 0.086
H -0.225839 -2.476053 -1.815890 0.05 -0.05 -0.01 0.053
H -1.490346 -2.810328 2.490669 0.03 0.04 -0.02 0.091
H -1.270071 -1.071366 2.723450 -0.11 0.22 0.05 0.062
H -0.039167 -2.194457 3.295020 -0.02 -0.02 -0.04 0.090
H 0.228022 -0.777967 -0.422294 0.11 0.07 -0.09 0.053
F 0.877980 2.104772 -0.911804 0.23 0.10 -0.26 0.064
C 1.759812 3.114162 -1.072885 -0.13 -0.42 -0.27 -0.156
C 2.469271 3.154199 -2.240130 -0.12 -0.08 0.04 -0.146
F 2.246620 2.183545 -3.125203 0.00 -0.10 -0.09 0.115
C 3.400426 4.172966 -2.537405 0.15 0.00 -0.18 -0.047
C 3.495635 5.160900 -1.529490 0.04 0.03 -0.04 -0.143
C 2.797358 5.099216 -0.356882 -0.04 0.02 0.03 -0.146
F 3.020540 6.069487 0.527045 -0.11 0.02 0.19 0.126
C 1.893856 4.058160 -0.053646 0.07 0.33 0.48 -0.054
C 1.158737 3.958773 1.176637 0.06 0.41 0.50 -0.188
C 0.477743 2.806863 1.508811 -0.04 -0.27 -0.15 -0.209
N -0.041794 1.793212 1.774101 -0.11 0.17 -0.37 0.041
C 1.066098 4.999638 2.165636 0.04 -0.05 -0.41 -0.248
N 0.940314 5.816867 2.969430 0.05 -0.18 -0.09 0.164
F 4.321353 6.189990 -1.701108 0.03 -0.03 -0.01 0.127
C 4.191283 4.183448 -3.715548 0.10 0.01 -0.21 -0.123
C 5.144725 5.208114 -4.018171 -0.19 -0.23 0.06 -0.188
N 5.938022 5.987560 -4.322133 -0.10 -0.08 0.03 0.182
C 4.147539 3.139491 -4.696130 0.03 0.20 0.27 -0.190
N 4.173605 2.311555 -5.498082 -0.02 0.10 0.06 0.175
```
Forces are in eV/Å.

total charge	0
LUMO (spin up / spin down)	-0.04515 / -0.08569	Ha
HOMO energy (spin up / spin down)	-7.423 / -8.051	eV
multiplicity	3
<S²>	2.053
DFT total energy	-3559.9018	Eh

2.
A 7-piece molecular cluster, C10H32O9 overall in a non-equilibrium geometry, computed with the ωB97M-V functional and the def2-TZVPD basis.

Structure (XYZ):
```
51
Properties=species:S:1:pos:R:3:forces:R:3:lowdin_charge:R:1
C 12.830112 -22.046452 17.090132 -1.94 -0.02 -1.23 -0.053
C 12.360168 -23.197533 17.995038 1.04 1.10 -0.44 -0.180
O 11.573023 -22.714424 19.077409 0.96 -0.07 0.75 0.040
C 10.369969 -22.238439 18.840140 -0.09 0.53 0.59 -0.644
O 9.751055 -22.254681 17.822549 -0.42 -0.37 -1.13 0.142
O 9.949986 -21.679522 19.969148 0.12 0.04 0.79 -0.002
C 8.579571 -21.299547 20.035845 0.22 0.80 -0.94 -0.038
H 11.922182 -21.604010 16.660728 0.13 0.18 0.04 0.077
H 13.353995 -22.410239 16.204691 0.35 -0.19 0.29 0.057
H 13.373998 -21.225211 17.547786 0.21 -0.37 0.48 0.073
H 13.314576 -23.537838 18.395956 -0.58 -0.79 0.59 0.122
H 11.763728 -23.969065 17.514828 0.42 -0.03 -0.47 0.129
H 7.959893 -22.172156 19.849623 -0.27 0.07 0.49 0.100
H 8.348175 -20.553387 19.268222 0.10 -0.24 -0.18 0.095
H 8.473038 -20.755472 20.967988 -0.24 -0.63 0.34 0.094
C 15.426290 -19.726739 13.502697 1.02 -0.08 0.08 -0.128
O 15.429984 -21.155409 13.441444 -0.87 0.25 -0.49 -0.130
H 15.534764 -19.289855 12.513824 0.12 -0.35 -0.13 0.049
H 14.540529 -19.232594 13.908733 -0.04 -0.46 0.48 0.089
H 16.349054 -19.500981 14.043469 -0.30 0.83 0.17 0.062
H 15.477883 -21.496938 14.342856 0.16 -0.09 -0.09 0.025
C 16.917688 -21.020552 9.940488 -0.14 0.41 -0.07 -0.124
O 15.801612 -20.217793 10.325428 0.06 0.18 0.01 -0.139
H 17.742542 -20.337142 9.736353 0.06 -0.07 0.00 0.065
H 17.222336 -21.701507 10.734271 -0.05 -0.11 -0.07 0.084
H 16.686300 -21.542994 9.010768 0.06 -0.24 0.12 0.077
H 15.289548 -20.662618 11.007942 0.12 -0.19 -0.03 0.058
C 18.141598 -17.325286 11.022922 0.26 -0.64 0.78 -0.143
O 16.719103 -17.309506 11.053041 0.30 0.05 -0.04 -0.122
H 18.577327 -17.297888 12.029391 -0.30 0.36 0.07 0.051
H 18.494245 -18.294730 10.657216 0.13 0.28 -0.53 0.068
H 18.558866 -16.482568 10.473216 -0.14 -0.12 -0.27 0.078
H 16.440885 -18.175732 10.737459 -0.32 -0.03 -0.04 0.026
C 16.610613 -20.924240 16.712618 0.24 0.12 0.60 -0.144
O 16.541317 -22.205489 16.093064 -0.03 0.40 0.04 -0.121
H 17.094759 -21.002170 17.691216 -0.08 0.02 0.01 0.084
H 17.176791 -20.186606 16.137011 -0.07 -0.12 -0.21 0.065
H 15.606099 -20.542037 16.883964 -0.06 -0.13 -0.19 0.071
H 17.421434 -22.583066 16.181544 -0.10 -0.22 -0.23 0.088
C 19.431978 -17.948268 14.756681 -0.89 -0.13 0.13 -0.175
O 19.923610 -16.755462 14.189310 0.26 0.13 -0.16 -0.116
H 19.197910 -17.882786 15.824001 0.56 0.09 0.08 0.078
H 18.455793 -18.214314 14.326809 0.20 -0.01 -0.33 0.054
H 20.138494 -18.750269 14.549506 0.01 -0.02 0.16 0.082
H 19.803988 -16.004465 14.771939 -0.14 -0.08 0.13 0.077
C 13.587190 -24.216351 13.935161 -0.04 0.45 1.32 -0.188
O 14.137042 -25.174613 13.075063 -0.16 -0.41 -0.16 -0.098
H 12.725049 -23.650323 13.574053 0.18 0.00 -0.49 0.086
H 13.221462 -24.699880 14.846342 0.01 -0.48 -0.27 0.075
H 14.344522 -23.533422 14.334945 0.04 0.22 -0.42 0.049
H 14.336789 -24.793342 12.217718 -0.03 0.21 0.05 0.077
```
Forces are in eV/Å.

total charge	0
LUMO	0.01258	Ha
HOMO energy	-9.862	eV
structure (SMILES)	CCOC(=O)OC.CO.CO.CO.CO.CO.CO
DFT total energy	-1077.2416	Eh

3.
A 2-piece molecular cluster, C5H10N2O overall in a non-equilibrium geometry, computed with the ωB97M-V functional and the def2-TZVPD basis.

Structure (XYZ):
```
18
Properties=species:S:1:pos:R:3:forces:R:3:lowdin_charge:R:1
C -0.543035 -0.074687 -1.348344 0.04 0.48 -1.04 -0.049
C 0.740317 -0.420345 -0.667129 -0.45 -0.17 0.54 -0.343
C 1.578820 -1.503924 -0.804812 -0.78 0.00 0.44 -0.066
N 2.484795 -1.375562 0.214434 0.41 0.86 0.18 0.032
C 2.237532 -0.192313 0.844172 -0.27 -0.81 -0.02 -0.202
N 1.165958 0.386655 0.367988 0.41 -0.03 -0.03 0.091
H -0.438717 -0.240162 -2.423855 -0.10 0.11 -0.01 0.078
H -0.793416 0.975806 -1.191202 0.43 0.10 -0.07 0.070
H -1.463160 -0.576034 -1.069110 0.23 -0.77 0.48 0.060
H 1.471913 -2.437346 -1.329727 0.10 0.17 -0.33 0.112
H 3.325423 -1.888953 0.383483 0.09 -0.42 -0.18 0.139
H 2.842781 0.069148 1.694926 -0.05 0.45 0.01 0.114
C -2.695389 1.715874 1.135377 -0.67 -0.29 -0.39 -0.153
O -3.505348 0.944305 0.262230 -1.64 0.76 0.82 -0.122
H -2.131316 2.491473 0.618972 0.42 -0.22 -0.06 0.074
H -3.421699 2.245509 1.748625 0.12 -0.08 0.29 0.076
H -2.102361 1.036633 1.738989 0.47 0.33 0.19 0.076
H -3.077116 0.472026 -0.418752 1.26 -0.47 -0.82 0.013
```
Forces are in eV/Å.

total charge	0
LUMO	0.02996	Ha
HOMO energy	-8.785	eV
structure (SMILES)	Cc1c[nH]cn1.CO
DFT total energy	-381.2423	Eh

4.
One molecule with the formula C17H18N2O4S in a non-equilibrium geometry, computed with the ωB97M-V functional and the def2-TZVPD basis.

Structure (XYZ):
```
42
Properties=species:S:1:pos:R:3:forces:R:3:lowdin_charge:R:1
C -4.105110 -0.571922 1.665617 0.14 -0.05 -0.29 -0.067
C -3.673174 -0.865538 0.235413 -0.58 -0.13 0.07 -0.248
N -2.223890 -0.848232 0.125715 0.53 -0.55 -0.59 -0.192
C -1.575600 0.413549 0.244089 0.32 0.64 0.36 -0.305
C -0.688310 0.598156 1.296174 -0.18 0.06 -0.03 -0.025
C 0.016065 1.784830 1.394783 0.04 -0.01 0.09 -0.065
C -0.156965 2.778716 0.448627 -0.02 -0.04 -0.06 -0.041
C -1.044340 2.606448 -0.607958 0.01 -0.04 0.03 -0.261
C -1.230141 3.686210 -1.629018 -0.04 0.05 0.04 -0.043
C -1.755069 1.417302 -0.697170 -0.04 0.01 0.11 0.012
S -1.631920 -1.718248 -1.188488 0.38 -0.10 0.31 0.689
O -2.080994 -3.069086 -1.035262 -0.01 -0.16 0.20 -0.281
O -1.907472 -1.061848 -2.435749 0.16 0.23 -0.04 -0.277
C 0.116154 -1.597621 -0.825102 -0.61 -0.15 -0.11 -0.272
C 0.633030 -2.412309 0.166527 -0.16 -0.11 -0.07 -0.053
C 1.949817 -2.279822 0.581370 0.19 0.18 -0.08 0.020
C 2.703494 -1.293804 -0.031568 -0.53 0.15 -0.34 -0.138
C 2.163268 -0.479527 -1.041620 -0.44 -0.77 0.57 -0.158
C 0.860582 -0.616315 -1.461984 0.54 0.23 -0.17 0.044
O 3.115582 0.400698 -1.459960 -0.11 0.30 -0.36 0.172
C 4.249005 0.168184 -0.738937 0.70 -0.12 0.43 -0.476
O 5.274621 0.772695 -0.853654 -0.05 0.18 -0.19 0.136
N 4.000387 -0.872469 0.135329 -0.23 0.14 -0.26 -0.001
C 4.978756 -1.391705 1.050397 0.16 -0.04 0.11 0.003
H -3.658815 -1.292379 2.345203 0.03 -0.08 0.10 0.079
H -5.187104 -0.634873 1.742677 -0.10 0.03 0.04 0.075
H -3.787485 0.426370 1.958458 -0.02 0.09 0.08 0.072
H -3.975956 -1.871953 -0.059881 -0.18 0.10 0.04 0.114
H -4.134025 -0.145760 -0.454513 0.04 -0.10 0.02 0.121
H -0.556605 -0.192311 2.018297 0.02 -0.12 0.06 0.120
H 0.708151 1.932712 2.210773 0.06 0.01 0.07 0.105
H 0.405213 3.697930 0.525196 0.07 0.10 0.00 0.114
H -1.875382 4.469899 -1.231108 -0.03 0.08 -0.05 0.086
H -1.689812 3.290904 -2.530856 -0.02 0.03 -0.09 0.078
H -0.275301 4.139474 -1.886592 0.03 0.06 -0.07 0.081
H -2.428865 1.248296 -1.523682 -0.06 0.00 -0.11 0.120
H -0.018332 -3.153052 0.600883 -0.02 -0.12 0.14 0.119
H 2.365419 -2.909763 1.350624 0.03 -0.09 0.09 0.115
H 0.422209 -0.008618 -2.234324 -0.03 0.16 -0.11 0.133
H 5.895526 -0.822327 0.903700 -0.06 -0.07 0.04 0.098
H 5.166862 -2.447111 0.847612 0.02 0.02 0.02 0.100
H 4.636535 -1.275768 2.079980 0.03 -0.01 0.00 0.100
```
Forces are in eV/Å.

total charge	0
LUMO	0.01843	Ha
HOMO energy	-8.858	eV
structure (SMILES)	CCN(c1cccc(C)c1)S(=O)(=O)c1ccc2c(c1)oc(=O)n2C
DFT total energy	-1467.2928	Eh

- What is the formula in the second record?
  C10H32O9